Density functional theory data (wB97M-V/def2-TZVPD) for the ion CH3BrO3P with charge -1 at a distorted geometry.

Geometry as XYZ:
```
9
Properties=species:S:1:pos:R:3:nbo_charge:R:1
C 0.89420 0.21726 0.23627 -1.1103
O -1.39138 2.02243 -0.67960 -1.0127
O -0.63858 -1.82222 1.15722 -1.1345
O -0.27861 -1.73739 -1.32765 -1.1170
P -0.35293 -1.02567 -0.06390 2.0939
Br -2.10306 0.60940 -0.20819 0.5194
H 0.55183 1.22951 0.06098 0.2843
H 1.42783 0.29418 1.14049 0.2407
H 1.89071 0.21250 -0.31563 0.2363
```

Energy relative to the best compared isomer or geometry (same formula, charge and spin) (kcal per mole): 54.8
Max |F| (Eh/bohr): 0.0647
HOMO energy (eV): -4.5
LUMO (eV): 3.68
Multiplicity: 1
Total charge: -1


Density functional theory data (wB97M-V/def2-TZVPD) for a cluster of 2 separate species, C10H16 in total at a distorted geometry.

Geometry as XYZ:
```
26
Properties=species:S:1:pos:R:3:nbo_charge:R:1
C 1.41233 3.64330 1.86818 -0.6208
C 0.44042 -0.49248 0.74668 -0.4222
C 1.29198 0.33745 -0.03707 -0.3755
C -0.18589 0.17519 1.81916 -0.2059
C 1.53342 1.68281 0.30499 -0.2148
C -0.03671 1.51737 2.11097 -0.3940
C 0.96751 2.26211 1.43290 -0.1517
H 0.13032 -1.52667 0.69053 0.1847
H 1.59091 0.07906 -1.05160 0.1642
H -1.00005 -0.30154 2.37546 0.1673
H 2.28957 2.14360 -0.32767 0.1706
H -0.63491 2.06011 2.83801 0.1715
H 1.55616 3.65683 2.94480 0.1895
H 0.71069 4.44019 1.55575 0.1630
H 2.27897 3.95218 1.27567 0.1963
C -1.10704 -2.25930 -2.32227 -0.4235
C -2.56550 -1.99313 -2.71778 -0.6155
C -0.87541 -3.70689 -1.87865 -0.6029
H -0.45648 -1.98349 -3.14772 0.1939
H -0.87413 -1.61306 -1.47970 0.2366
H -2.95907 -1.08720 -2.26622 0.2153
H -3.28537 -2.77763 -2.44616 0.1903
H -1.61824 -4.00693 -1.14244 0.1976
H -0.86997 -4.38557 -2.73401 0.1853
H -2.73553 -1.97930 -3.80050 0.1907
H 0.09580 -3.81233 -1.38828 0.2101
```

Energy relative to the best compared isomer or geometry (same formula, charge and spin) (kcal per mole): 15.9
Max |F| (Eh/bohr): 0.0457
HOMO energy (alpha / beta) (eV): 1.0 / -3.5
LUMO (alpha / beta) (eV): 3.50 / 3.44
Multiplicity: 2
Total charge: -1


Density functional theory data (wB97M-V/def2-TZVPD) for a structure of composition C5H5N at a distorted geometry.

Geometry as XYZ:
```
11
Properties=species:S:1:pos:R:3:nbo_charge:R:1
C -1.88676 0.03350 0.08513 0.2150
C 1.37020 0.34853 -0.57634 -0.1345
C 0.44500 1.12372 0.03027 -0.2044
C 0.61427 -0.94333 -0.31323 -0.4602
C -0.45496 -0.00970 0.24232 -0.0737
N -3.02177 -0.16902 0.02204 -0.2979
H 2.22500 0.43260 -1.09889 0.2076
H 0.56878 2.19836 0.18556 0.2364
H 0.21563 -1.61970 -1.23868 0.2225
H 0.87186 -1.69506 0.51364 0.2432
H -0.94725 0.30010 2.14818 0.0463
```

Energy relative to the best compared isomer or geometry (same formula, charge and spin) (kcal per mole): 139.1
Max |F| (Eh/bohr): 0.0768
HOMO energy (alpha / beta) (eV): -9.5 / -8.9
LUMO (alpha / beta) (eV): -0.94 / -0.65
Multiplicity: 1


Density functional theory data (wB97M-V/def2-TZVPD) for a structure of composition C26H30As2N2O2Pt.

Geometry as XYZ:
```
63
Properties=species:S:1:pos:R:3:nbo_charge:R:1
Pt 0.08580 -0.93387 -0.51385 1.0074
O 0.26948 1.09043 -2.05242 -0.7793
C 1.13023 2.02496 -1.83149 0.4205
C 0.92462 3.32963 -2.36228 -0.2719
C 1.82023 4.33938 -2.14477 -0.1204
C 3.01059 4.13001 -1.41129 -0.2652
C 3.27321 2.88302 -0.93709 -0.1100
C 2.34314 1.81604 -1.10120 -0.3077
C 2.77561 0.52413 -0.74008 0.2205
N 2.10389 -0.57990 -0.56070 -0.5157
C 2.84776 -1.85049 -0.48477 -0.2359
C 2.20093 -2.80737 -1.45555 -0.2443
N 0.76824 -2.76951 -1.14850 -0.5379
C 0.02889 -3.81552 -1.26529 0.2348
C -1.38194 -3.89164 -1.06393 -0.2695
C -1.97001 -5.17435 -1.09171 -0.1067
C -3.32524 -5.33873 -0.97932 -0.2315
C -4.13665 -4.20447 -0.86472 -0.1117
C -3.59072 -2.93972 -0.84639 -0.2882
C -2.20802 -2.75740 -0.93374 0.4515
O -1.76643 -1.49277 -0.94742 -0.7581
H 0.04665 3.49482 -2.97316 0.2184
H 1.62521 5.31795 -2.56564 0.2349
H 3.71606 4.93642 -1.27439 0.2405
H 4.20658 2.68273 -0.42265 0.2185
H 3.85532 0.41331 -0.62753 0.2071
H 2.78524 -2.25958 0.52379 0.2000
H 3.89619 -1.69201 -0.73356 0.2382
H 2.59422 -3.81913 -1.35399 0.2326
H 2.35545 -2.46676 -2.48113 0.2326
H 0.52341 -4.74187 -1.55738 0.2151
H -1.32551 -6.03728 -1.20858 0.2281
H -3.76270 -6.32622 -0.99533 0.2465
H -5.21057 -4.31757 -0.79590 0.2411
H -4.22200 -2.06364 -0.77937 0.2263
C -0.72453 -1.14036 3.09396 -0.9457
As 0.41444 -0.27055 1.80550 1.3134
C 2.16278 -0.65680 2.50963 -0.9459
C 0.22302 1.63820 1.90270 -0.4288
C 0.85765 2.39991 2.87350 -0.1836
C 0.69604 3.78092 2.85426 -0.1638
C -0.08921 4.38431 1.88405 -0.1529
C -0.73581 3.61702 0.92039 -0.2032
C -0.57012 2.24236 0.93723 -0.2913
As -1.46077 1.00175 -0.21754 1.4243
C -2.37264 1.74249 -1.73047 -0.9217
C -2.98296 0.38131 0.82048 -0.9733
H -0.41560 -0.78089 4.07619 0.2654
H -0.56409 -2.21543 3.02825 0.2653
H -1.77094 -0.90821 2.94257 0.2606
H 2.14103 -0.34462 3.55418 0.2642
H 2.92887 -0.10308 1.97665 0.2601
H 2.35510 -1.72530 2.47708 0.2596
H 1.48359 1.94622 3.63157 0.2301
H 1.19639 4.38686 3.59728 0.2490
H -0.19785 5.46036 1.87217 0.2490
H -1.34488 4.09427 0.16337 0.2393
H -3.19892 2.33792 -1.33880 0.2521
H -2.76390 0.88620 -2.27862 0.2760
H -1.70653 2.31566 -2.35764 0.2764
H -3.18622 1.09878 1.61507 0.2579
H -2.82932 -0.61121 1.22739 0.2456
H -3.83176 0.33890 0.14093 0.2610
```

Energy relative to the best compared isomer or geometry (same formula, charge and spin) (kcal per mole): 0.0
Max |F| (Eh/bohr): 0.0121
HOMO energy (alpha / beta) (eV): -13.2 / -13.2
LUMO (alpha / beta) (eV): -7.63 / -7.63
Multiplicity: 1
Total charge: +2


Density functional theory data (wB97M-V/def2-TZVPD) for a cluster of 2 separate species, C4H6O2 in total at a distorted geometry.

Geometry as XYZ:
```
12
Properties=species:S:1:pos:R:3:nbo_charge:R:1
C 0.06496 0.81280 0.56040 -0.0701
C 0.84752 0.15149 -0.48315 -0.2284
C 0.34503 -0.78096 -1.40103 -0.3603
C -1.34523 0.13337 0.44160 0.3699
H 1.21748 -0.40204 1.77548 0.4725
H 0.00537 1.90882 0.41715 0.2365
H 1.87938 0.24446 -0.45737 0.2078
H -0.81102 -1.07307 -1.44920 0.2203
H 0.99989 -1.38690 -2.02724 0.2105
H -1.65246 -1.24845 1.12799 0.2211
O 0.51831 0.50288 1.86785 -0.6932
O -2.06922 1.13760 -0.37248 -0.5866
```

Energy relative to the best compared isomer or geometry (same formula, charge and spin) (kcal per mole): 166.0
Max |F| (Eh/bohr): 0.1953
HOMO energy (eV): -9.8
LUMO (eV): -0.25
Multiplicity: 1


Density functional theory data (wB97M-V/def2-TZVPD) for a structure of composition C2H11N2O2Re at a distorted geometry.

Geometry as XYZ:
```
18
Properties=species:S:1:pos:R:3:nbo_charge:R:1
C 2.72197 1.47387 0.23753 -0.8480
Re -1.94892 -0.18145 -0.42785 1.2439
N -1.75148 -2.20488 -0.17004 -1.0190
N -0.15580 0.01729 -2.19036 -1.1408
H -2.71610 -2.25577 0.15174 0.4158
H 2.95722 0.45821 0.30550 0.2077
H 2.95765 1.97211 1.16956 0.2338
H 1.63021 1.57577 0.02830 0.1828
H 3.30999 1.92571 -0.55865 0.2238
H -0.73484 0.31310 -3.00952 0.4019
H 0.38979 -0.78304 -2.54305 0.4033
H 0.55423 0.76285 -2.07192 0.4209
H -1.69982 -2.89757 -0.90371 0.4069
H -1.26265 -2.66700 0.60191 0.4260
O -1.84200 0.87720 3.27854 -0.5123
C -1.06634 0.63820 2.35991 0.6342
O -1.25452 0.71948 1.06307 -0.7916
H -0.08858 0.25592 2.67904 0.1106
```

Energy relative to the best compared isomer or geometry (same formula, charge and spin) (kcal per mole): 0.0
Max |F| (Eh/bohr): 0.0856
HOMO energy (alpha / beta) (eV): -12.7 / -12.1
LUMO (alpha / beta) (eV): -4.88 / -5.04
Multiplicity: 4
Total charge: +1


Density functional theory data (wB97M-V/def2-TZVPD) for a structure of composition C19H16N7PdS at a distorted geometry.

Geometry as XYZ:
```
44
Properties=species:S:1:pos:R:3:nbo_charge:R:1
Pd -1.08205 -0.00933 0.80504 0.8675
C -2.47268 -3.86248 1.41034 -0.2699
C -1.31191 -4.62325 1.22207 -0.1209
C -0.27486 -4.10581 0.48849 -0.2582
C -0.39131 -2.80911 -0.03151 0.3702
N -1.47720 -2.04723 0.19860 -0.5191
C -2.50380 -2.59521 0.90113 0.0680
N 0.58378 -2.36826 -0.90573 -0.4912
C 0.74076 -1.13445 -1.20380 0.4571
N 0.24026 0.00531 -0.57577 -0.5889
C 0.68991 1.13924 -1.25441 0.4802
N 0.47728 2.37759 -1.02080 -0.4889
C -0.50004 2.83380 -0.15228 0.3684
C -0.45700 4.18349 0.22050 -0.2454
C -1.49446 4.71125 0.94710 -0.1247
C -2.58532 3.89926 1.27802 -0.2681
C -2.54748 2.58385 0.90562 0.0596
N -1.51791 2.03547 0.21237 -0.5206
C 1.59471 0.68596 -2.33034 -0.1088
C 2.31747 1.41018 -3.25715 -0.1537
C 3.08293 0.68478 -4.16380 -0.1844
C 3.11299 -0.71049 -4.13193 -0.1866
C 2.37900 -1.42692 -3.19280 -0.1719
C 1.62548 -0.69239 -2.29881 -0.0292
H -3.32473 -4.25524 1.94583 0.2435
H -1.24164 -5.62405 1.62909 0.2365
H 0.62184 -4.66956 0.27168 0.2469
H -3.37193 -1.96296 1.02126 0.2168
H 0.38940 4.77562 -0.09755 0.2469
H -1.47788 5.75314 1.24053 0.2365
H -3.44092 4.28942 1.81011 0.2431
H -3.35965 1.91154 1.14202 0.2165
H 2.28010 2.49102 -3.27558 0.2385
H 3.66584 1.20918 -4.90968 0.2291
H 3.71798 -1.24280 -4.85401 0.2290
H 2.39034 -2.50827 -3.16146 0.2374
N 0.95371 -1.16474 2.84666 -0.7592
C 0.19831 -0.07041 2.89413 0.3172
N 0.79629 1.12325 2.80762 -0.7683
S -1.50811 -0.17564 3.18553 -0.2397
H 1.93812 -1.13840 2.63222 0.4113
H 0.50180 -2.05828 2.95096 0.4343
H 1.79980 1.21855 2.81987 0.4104
H 0.24280 1.93339 3.03068 0.4330
```

Energy relative to the best compared isomer or geometry (same formula, charge and spin) (kcal per mole): 2.9
Max |F| (Eh/bohr): 0.0316
HOMO energy (eV): -11.4
LUMO (eV): -4.21
Multiplicity: 1
Total charge: +1


Density functional theory data (wB97M-V/def2-TZVPD) for the molecule C4H6ClN3O at a distorted geometry.

Geometry as XYZ:
```
15
Properties=species:S:1:pos:R:3:nbo_charge:R:1
C -0.94586 -1.83412 0.06002 0.2365
C -1.22970 -0.51256 0.57690 0.2698
C 1.99135 -0.33326 0.79447 0.0453
C 1.15166 1.51863 -0.65195 -0.4283
N -0.29869 0.36206 0.82278 -0.3265
N 1.00889 0.32269 0.26086 -0.2919
N -2.53030 -0.16866 0.91902 -0.7992
O -0.31204 -1.76098 -1.09602 -0.6084
Cl 3.53316 -0.08536 -0.02923 -0.0843
H 0.72167 1.18879 -1.68791 0.2140
H 0.58405 2.26717 -0.33295 0.2016
H 2.26336 1.85285 -0.50363 0.2346
H -3.02341 -0.94226 1.27208 0.4059
H -2.77679 0.80502 0.92719 0.4210
H -0.13736 -2.68000 -1.33164 0.5100
```

Energy relative to the best compared isomer or geometry (same formula, charge and spin) (kcal per mole): 144.1
Max |F| (Eh/bohr): 0.1045
HOMO energy (eV): -8.3
LUMO (eV): -0.22
Multiplicity: 1